{
  "formula": "C51H100F18N8O12S6",
  "method": "ωB97M-V/def2-TZVPD",
  "species": ["C", "C", "C", "N", "C", "C", "C", "C", "C", "C", "H", "H", "H", "H", "H", "H", "H", "H", "H", "H", "H", "H", "H", "H", "H", "H", "H", "H", "H", "H", "C", "C", "C", "N", "C", "C", "C", "C", "C", "C", "H", "H", "H", "H", "H", "H", "H", "H", "H", "H", "H", "H", "H", "H", "H", "H", "H", "H", "H", "H", "C", "C", "C", "N", "C", "C", "C", "C", "C", "C", "H", "H", "H", "H", "H", "H", "H", "H", "H", "H", "H", "H", "H", "H", "H", "H", "H", "H", "H", "H", "C", "C", "C", "N", "C", "C", "C", "C", "C", "C", "H", "H", "H", "H", "H", "H", "H", "H", "H", "H", "H", "H", "H", "H", "H", "H", "H", "H", "H", "H", "C", "C", "C", "N", "C", "C", "C", "C", "C", "C", "H", "H", "H", "H", "H", "H", "H", "H", "H", "H", "H", "H", "H", "H", "H", "H", "H", "H", "H", "H", "C", "F", "F", "F", "S", "O", "O", "N", "S", "O", "O", "C", "F", "F", "F", "C", "F", "F", "F", "S", "O", "O", "N", "S", "O", "O", "C", "F", "F", "F", "C", "F", "F", "F", "S", "O", "O", "N", "S", "O", "O", "C", "F", "F", "F"],
  "coordinates": [[-2.9736, 4.0009, -2.1466], [-3.6102, 5.2214, -2.7290], [-4.2363, 4.9816, -4.1446], [-5.1186, 6.1816, -4.6633], [-6.2183, 6.5692, -3.6419], [-7.2243, 5.4231, -3.4917], [-7.7464, 5.0345, -4.9555], [-6.7002, 4.8132, -6.0718], [-5.6313, 5.8662, -6.0359], [-4.1174, 7.3614, -4.8402], [-2.0545, 3.7511, -2.6765], [-3.5256, 3.1012, -2.4186], [-2.7601, 4.0218, -1.0779], [-2.8838, 6.0262, -2.6165], [-4.4942, 5.4648, -2.1394], [-4.8261, 4.0661, -4.1897], [-3.4749, 4.9085, -4.9212], [-5.6945, 6.8534, -2.7292], [-6.6466, 7.4829, -4.0542], [-6.6623, 4.7323, -2.8632], [-8.0005, 5.6954, -2.7765], [-8.3684, 4.1503, -4.8164], [-8.4550, 5.7991, -5.2740], [-6.2356, 3.8274, -6.0553], [-7.1742, 4.9427, -7.0448], [-4.8442, 5.4148, -6.6400], [-6.0286, 6.7877, -6.4614], [-3.7690, 7.5994, -3.8352], [-4.6728, 8.1605, -5.3311], [-3.2208, 7.0546, -5.3788], [2.2492, -5.3416, -8.4644], [0.9727, -5.1591, -7.7018], [1.3391, -4.9190, -6.2254], [0.0686, -4.8335, -5.2485], [-0.4189, -3.3539, -5.2924], [-1.6181, -3.1566, -4.3153], [-2.7326, -4.2146, -4.6251], [-2.2721, -5.6819, -4.6554], [-1.0716, -5.8170, -5.5897], [0.5754, -5.2762, -3.8223], [2.8676, -6.0746, -7.9464], [2.8105, -4.4072, -8.4764], [2.2739, -5.7511, -9.4743], [0.3208, -6.0190, -7.8558], [0.3501, -4.3546, -8.0932], [1.9548, -4.0243, -6.1326], [1.9512, -5.7335, -5.8381], [-0.7752, -3.0489, -6.2763], [0.4325, -2.7989, -4.8984], [-2.0226, -2.1541, -4.4545], [-1.2848, -3.1868, -3.2779], [-3.0791, -4.0364, -5.6430], [-3.5687, -4.0100, -3.9564], [-3.1086, -6.3565, -4.8381], [-2.2067, -5.8388, -3.5787], [-1.4424, -5.5409, -6.5768], [-0.5380, -6.7649, -5.6590], [0.5638, -6.3630, -3.7403], [0.0218, -4.8003, -3.0129], [1.6404, -5.1054, -3.6650], [-1.3742, 0.1499, 7.8905], [-1.3004, 1.5783, 7.4891], [-0.1387, 2.3950, 8.0627], [-0.0159, 3.7915, 7.4185], [-1.3482, 4.5545, 7.3273], [-1.9947, 4.7854, 8.7665], [-1.0884, 5.5027, 9.7376], [0.3433, 5.0310, 9.6894], [0.9214, 4.6579, 8.3352], [0.7057, 3.6833, 6.1049], [-0.3998, -0.3086, 8.0589], [-1.8442, -0.4643, 7.1224], [-1.9762, 0.0734, 8.7959], [-2.2848, 2.0441, 7.5367], [-1.2703, 1.6139, 6.4001], [0.8271, 1.9135, 7.9092], [-0.1931, 2.4366, 9.1505], [-1.9757, 3.9110, 6.7105], [-1.1583, 5.4813, 6.7860], [-2.4231, 3.9279, 9.2854], [-2.8952, 5.3925, 8.6741], [-1.4874, 5.4172, 10.7483], [-1.0501, 6.5572, 9.4646], [0.4933, 4.1651, 10.3342], [1.0073, 5.7542, 10.1628], [1.8230, 4.0479, 8.3911], [1.1157, 5.5980, 7.8189], [1.0109, 4.6716, 5.7611], [-0.0005, 3.2301, 5.4092], [1.6034, 3.0651, 6.1130], [3.3473, -6.4624, 4.3903], [2.8877, -7.7406, 3.5977], [1.4298, -7.5739, 3.0960], [1.0868, -8.5664, 1.9280], [-0.3536, -8.2936, 1.3726], [-0.8682, -9.4819, 0.5540], [-0.8786, -10.8762, 1.1927], [0.5027, -11.1533, 1.7844], [1.1542, -9.9980, 2.6286], [2.1040, -8.5571, 0.7197], [2.7426, -6.5237, 5.2951], [3.1188, -5.4972, 3.9384], [4.4156, -6.3948, 4.5958], [3.0340, -8.6902, 4.1124], [3.6758, -7.6867, 2.8467], [1.1770, -6.6560, 2.5653], [0.7971, -7.7427, 3.9674], [-1.0056, -8.2302, 2.2438], [-0.2881, -7.3484, 0.8336], [-1.8928, -9.1831, 0.3323], [-0.3302, -9.4993, -0.3938], [-1.6764, -10.9865, 1.9273], [-0.9388, -11.5925, 0.3734], [0.5195, -12.1028, 2.3194], [1.2590, -11.2859, 1.0108], [0.7477, -9.9638, 3.6394], [2.2301, -10.1618, 2.6891], [3.1120, -8.8244, 1.0368], [2.0443, -7.5236, 0.3788], [1.6865, -9.2291, -0.0301], [4.5401, 4.7497, -1.9501], [4.5565, 4.2748, -3.4204], [5.9117, 3.5222, -3.7275], [6.1581, 3.2866, -5.2684], [4.9972, 2.6072, -6.0355], [4.7622, 1.1711, -5.5040], [5.9245, 0.2192, -5.7620], [7.2867, 0.7886, -5.1494], [7.3979, 2.3162, -5.4163], [6.4072, 4.6429, -5.9384], [3.6594, 5.3436, -1.7056], [5.2578, 5.4936, -1.6043], [4.5275, 3.9384, -1.2224], [4.4605, 5.0661, -4.1639], [3.6939, 3.6129, -3.4977], [5.7317, 2.5587, -3.2508], [6.8129, 4.0625, -3.4376], [4.1046, 3.2327, -6.0515], [5.1873, 2.5573, -7.1076], [4.3811, 1.1205, -4.4840], [3.8895, 0.8652, -6.0808], [5.7398, -0.7829, -5.3752], [6.1199, 0.0795, -6.8252], [7.2731, 0.6027, -4.0755], [8.1327, 0.2501, -5.5766], [8.0963, 2.6332, -4.6418], [7.8614, 2.4575, -6.3926], [6.6774, 4.3893, -6.9635], [7.1956, 5.2233, -5.4592], [5.4720, 5.1966, -6.0213], [5.7615, 0.6754, 5.1914], [6.5143, -0.3630, 5.5814], [5.4886, 0.6043, 3.8723], [4.5760, 0.6757, 5.8353], [6.7428, 2.3772, 5.6090], [5.8083, 3.4180, 5.9394], [7.5860, 1.9531, 6.7571], [7.9456, 2.6426, 4.3276], [7.0744, 3.5471, 3.3092], [7.7851, 3.4774, 2.0151], [5.6365, 3.2060, 3.2856], [7.3037, 5.3920, 3.9210], [6.3555, 6.1825, 3.4424], [7.2891, 5.4102, 5.2715], [8.4984, 5.7085, 3.4333], [-6.0870, 3.7695, 3.2223], [-4.8279, 3.5346, 2.8878], [-6.3209, 4.9435, 3.8553], [-6.6748, 3.7154, 2.0149], [-6.6444, 2.2820, 4.3472], [-5.7131, 1.2046, 4.1229], [-6.4893, 2.7709, 5.7005], [-8.4353, 2.0891, 4.0534], [-8.3484, 1.1252, 2.8019], [-7.1655, 1.2550, 1.9265], [-8.8380, -0.1963, 3.1528], [-9.6537, 2.0316, 1.6352], [-10.6408, 2.5340, 2.3074], [-9.1118, 2.8705, 0.8707], [-10.2505, 1.0733, 0.8482], [0.7186, -0.4018, 0.5098], [-0.5257, -0.3626, -0.0836], [1.7143, -0.3321, -0.4456], [0.8105, 0.6186, 1.3556], [0.9277, -2.1543, 1.5553], [2.0285, -2.8349, 0.8549], [1.1152, -1.8215, 2.9641], [-0.5726, -2.9104, 1.0460], [-1.5294, -2.3405, 2.0987], [-1.6619, -3.2256, 3.2621], [-1.4207, -0.9686, 2.5124], [-3.2655, -2.6189, 1.1289], [-3.4024, -1.9024, -0.0194], [-3.3928, -3.8600, 0.9035], [-4.2819, -2.2761, 1.8823]],
  "forces_ev_per_a": [[0.571, -1.678, -0.942], [-1.489, 0.179, -0.284], [0.527, 1.038, -0.061], [2.188, -0.110, 0.560], [0.153, 0.294, -0.981], [1.139, 0.773, -0.934], [-0.244, -0.675, 1.509], [-0.709, 0.140, 1.078], [-0.334, -0.357, 0.002], [-0.946, -0.842, 0.942], [0.513, 0.464, 0.141], [-0.605, -0.048, 0.633], [-0.254, 0.165, -0.157], [-0.291, 0.308, -0.591], [0.277, 0.128, 0.498], [-0.131, 0.205, 0.299], [0.083, -0.122, 0.023], [-0.142, -0.136, -0.079], [-0.184, -0.006, -0.074], [-0.173, -1.116, -0.709], [-0.384, 0.358, -0.557], [0.084, -0.130, -0.237], [0.152, 0.278, 0.106], [-0.235, -0.106, 0.182], [-0.145, -0.307, 0.028], [0.546, 0.878, 0.086], [0.326, 0.109, 0.031], [-0.312, 0.440, -0.146], [0.324, 0.054, 0.175], [-0.441, -0.194, -0.381], [1.454, -0.118, -0.041], [-0.979, -0.145, 0.150], [-1.545, -0.930, 0.015], [1.069, 0.339, 0.436], [-0.695, -0.702, 2.238], [0.078, -1.184, -0.683], [0.231, 0.873, -1.036], [-0.294, 1.056, 1.983], [0.475, 0.487, -0.089], [0.283, 0.356, -0.606], [0.175, 0.034, 0.292], [0.133, 0.010, -0.099], [-0.900, 0.338, -0.091], [0.211, -0.331, 0.410], [0.255, 0.411, 0.014], [-0.474, 0.240, 0.321], [-0.212, -0.187, -0.087], [0.647, -0.464, -0.233], [-0.009, 0.237, -0.538], [0.021, -0.034, -0.139], [-0.052, -0.145, 0.034], [-0.285, 0.557, -0.134], [0.011, -0.429, 0.003], [0.176, 0.060, -0.992], [1.401, -0.788, 0.119], [0.211, -0.037, -0.115], [-0.535, -0.226, 0.135], [-0.770, 0.023, -0.295], [-0.097, -0.134, -0.352], [-0.049, 0.876, -0.460], [-0.118, -0.975, 0.704], [-0.060, 1.137, -1.952], [-0.567, -0.123, -0.154], [1.106, 1.031, 1.944], [-0.356, -1.245, 1.144], [-0.122, 0.081, -0.746], [0.480, 0.750, -0.579], [0.778, -1.567, 0.937], [-0.662, -0.084, -0.535], [-0.881, -0.018, -0.567], [0.099, 0.118, 0.128], [-0.149, 0.190, 0.020], [0.160, -0.331, 0.119], [-0.010, 0.217, 1.141], [0.833, -0.146, -0.376], [-0.063, -0.066, -0.465], [-0.362, 0.669, -0.022], [-0.183, 0.315, 0.025], [0.117, 0.026, 0.234], [0.476, -0.764, -0.666], [0.048, 0.167, -0.613], [0.085, 0.131, -0.049], [-0.291, 0.224, 0.120], [-0.292, -0.224, 0.160], [0.066, 0.229, -0.308], [0.129, 0.346, 0.212], [0.077, -0.291, -0.556], [-0.297, 0.009, 0.090], [0.130, 0.124, -0.160], [-0.139, -0.058, 0.644], [-1.330, -0.700, 0.920], [0.990, 1.967, -1.009], [1.197, -0.437, -1.699], [-0.184, -2.261, 1.040], [1.217, -1.414, 1.131], [-0.341, 0.791, -0.422], [1.392, 0.689, -0.126], [1.128, 1.007, 0.352], [-0.456, -0.184, -1.223], [-1.674, 0.702, 1.530], [0.528, 0.571, 0.517], [-0.366, -0.306, -0.531], [-0.129, -0.621, 0.187], [-0.135, 0.347, 0.423], [-0.553, -0.655, -0.917], [0.455, 0.605, 0.810], [-0.532, -0.099, -0.530], [0.223, 0.499, 0.154], [-0.217, -0.099, 0.028], [-0.093, -0.095, -0.302], [-0.094, -0.199, -0.143], [0.013, -0.099, -0.124], [-0.756, -0.089, 0.194], [0.032, 0.239, 0.406], [-0.346, -0.264, -0.571], [-0.158, 0.537, -0.163], [-0.177, -0.190, 0.199], [-0.336, -0.014, 0.053], [0.343, -0.074, -0.197], [0.295, 0.060, 0.177], [-0.401, 0.869, 0.411], [1.432, 0.141, 0.330], [-2.035, -0.106, -1.051], [-0.223, -0.794, -0.316], [0.265, -0.495, 1.070], [-0.684, 0.402, -0.828], [1.669, 0.480, 0.353], [-2.913, 0.123, -0.146], [0.796, 0.214, 0.620], [0.031, -1.231, -0.507], [-0.620, -0.375, -0.476], [0.866, -0.419, -0.558], [0.224, -0.182, -0.228], [-0.288, 0.322, 0.383], [0.198, -0.236, -0.431], [1.023, -0.122, -0.091], [-0.256, -0.190, 0.411], [0.019, 0.093, 0.896], [0.976, -0.036, 0.057], [0.404, 0.310, 0.234], [-0.050, -0.335, -0.162], [-0.108, 0.129, 0.183], [-0.333, 0.191, -0.214], [0.103, 0.048, 0.020], [0.070, 0.395, -0.026], [0.106, 0.579, -0.304], [-0.383, 0.416, -0.058], [0.295, 0.191, 0.048], [-0.133, -0.258, 0.132], [0.096, -0.083, 0.446], [0.326, 1.534, -0.698], [-0.815, 0.682, -0.389], [0.382, -0.551, 0.955], [0.797, -0.175, -0.019], [4.183, -1.796, 2.738], [-0.511, -0.467, -0.583], [-1.634, 0.226, -2.091], [-4.032, 0.541, 1.728], [0.196, -1.242, -2.518], [-1.080, 0.852, 1.518], [1.718, 1.201, -0.240], [-0.103, -2.727, 0.209], [0.158, 0.328, 0.060], [0.368, 0.779, -1.328], [-0.180, 0.846, 0.507], [-1.202, -1.833, -0.538], [1.216, 0.939, 1.147], [0.698, -0.992, -1.026], [-0.903, 1.355, 0.640], [-1.119, 0.356, 2.378], [-0.749, 0.192, -0.942], [-0.771, 0.908, -0.512], [4.955, 0.655, 0.277], [-1.111, -0.732, -2.594], [-1.524, -0.663, 0.970], [0.237, 1.016, -0.868], [-0.472, -5.076, 1.822], [-1.071, 1.388, 1.146], [1.474, 2.599, -1.849], [0.511, 0.001, -0.162], [-0.533, -1.243, 0.733], [2.155, 0.151, 0.195], [-1.563, 0.155, 1.055], [0.232, -0.357, -0.859], [0.666, -0.023, -1.854], [-1.594, 0.648, 0.774], [-0.303, -0.651, -2.183], [4.466, 1.143, -0.268], [-4.880, -1.001, 3.917], [-0.215, 0.226, -1.462], [-0.090, 0.543, -1.242], [1.323, 3.186, 1.311], [0.631, -0.394, 0.003], [0.144, -3.379, -1.325], [-0.299, 0.700, 0.911]],
  "mulliken_charge": [-1.68, 0.18, -0.91, 0.02, -0.96, -0.60, -0.78, -0.63, -0.56, -0.96, 0.39, 0.37, 0.39, 0.28, 0.22, 0.47, 0.46, 0.58, 0.47, 0.31, 0.47, 0.41, 0.36, 0.36, 0.38, 0.29, 0.48, 0.43, 0.45, 0.34, -1.41, -0.15, -0.81, 0.49, -0.65, -0.71, -0.77, -0.82, -0.82, -1.09, 0.35, 0.32, 0.38, 0.38, 0.31, 0.35, 0.53, 0.33, 0.41, 0.38, 0.38, 0.29, 0.46, 0.45, 0.28, 0.42, 0.60, 0.38, 0.36, 0.35, -1.53, -0.31, -0.47, -0.08, -0.84, -0.65, -0.61, -0.71, -0.72, -1.11, 0.35, 0.41, 0.36, 0.29, 0.32, 0.51, 0.30, 0.60, 0.47, 0.29, 0.47, 0.31, 0.31, 0.37, 0.43, 0.47, 0.42, 0.38, 0.47, 0.49, -1.38, -0.25, -0.60, 0.09, -0.64, -0.65, -0.55, -0.86, -0.81, -1.00, 0.36, 0.35, 0.37, 0.35, 0.23, 0.51, 0.37, 0.36, 0.54, 0.38, 0.32, 0.34, 0.31, 0.43, 0.36, 0.45, 0.47, 0.34, 0.35, 0.47, -1.53, -0.12, -0.74, 0.10, -0.75, -0.58, -0.72, -0.71, -0.58, -1.03, 0.40, 0.38, 0.42, 0.26, 0.22, 0.42, 0.46, 0.47, 0.51, 0.26, 0.39, 0.38, 0.33, 0.38, 0.38, 0.31, 0.47, 0.47, 0.36, 0.42, 0.61, -0.22, -0.20, -0.22, 1.02, -0.55, -0.70, -0.48, 1.00, -0.71, -0.59, 0.67, -0.23, -0.21, -0.21, 0.60, -0.22, -0.23, -0.20, 0.99, -0.53, -0.67, -0.48, 1.04, -0.57, -0.63, 0.65, -0.25, -0.20, -0.28, 0.59, -0.21, -0.23, -0.18, 0.87, -0.66, -0.49, -0.28, 0.88, -0.64, -0.55, 0.57, -0.23, -0.22, -0.22],
  "e_tot_ha": -7529.82878,
  "total_charge": 2,
  "lumo_energy_ev": -4.14,
  "multiplicity": 1,
  "homo_energy_ev": -9.98,
  "homo_lumo_gap_ha": 0.215
}